1.
Molecular formula: C27H32BF5N6OPRbS2Te
Method: DFT, ωB97M-V/def2-TZVPD

Cartesian coordinates (Å):
Rb -0.88 -0.65 0.60
C -3.30 1.90 3.65
C -3.89 2.03 2.28
C -5.10 2.63 1.90
C -5.16 2.46 0.53
C -6.23 2.89 -0.42
N -4.03 1.82 0.15
N -3.25 1.56 1.23
B -3.56 1.50 -1.28
N -3.28 -0.02 -1.43
N -3.60 -0.93 -0.47
C -3.38 -2.12 -0.99
C -3.63 -3.36 -0.19
C -2.91 -2.01 -2.31
C -2.86 -0.65 -2.55
C -2.43 0.09 -3.77
N -2.30 2.30 -1.67
N -1.09 2.06 -1.09
C -0.24 2.91 -1.61
C 1.20 2.94 -1.21
C -0.89 3.75 -2.54
C -2.20 3.33 -2.54
C -3.35 3.86 -3.34
H -3.99 2.28 4.40
H -2.36 2.45 3.73
H -3.09 0.85 3.88
H -5.85 3.09 2.53
H -7.05 3.33 0.15
H -6.62 2.05 -0.99
H -5.87 3.63 -1.13
H -4.44 1.82 -2.05
H -3.78 -3.11 0.86
H -2.78 -4.04 -0.26
H -4.52 -3.89 -0.55
H -2.60 -2.80 -2.98
H -2.18 -0.62 -4.56
H -1.56 0.72 -3.58
H -3.23 0.74 -4.14
H 1.39 2.29 -0.36
H 1.52 3.95 -0.95
H 1.84 2.59 -2.03
H -0.47 4.55 -3.12
H -3.00 4.72 -3.92
H -4.17 4.19 -2.71
H -3.75 3.11 -4.03
F 0.50 -5.66 0.92
Te 0.18 -3.97 1.67
F -0.06 -2.45 2.79
F 2.01 -3.59 1.49
F 0.74 -4.78 3.27
F -1.51 -4.58 2.22
O -0.36 -3.14 0.20
S 5.20 2.10 1.44
P 4.26 0.36 1.27
S 2.28 0.27 1.27
C 4.85 -0.51 -0.25
C 4.22 -1.68 -0.66
C 4.65 -2.36 -1.79
C 5.72 -1.87 -2.53
C 6.35 -0.70 -2.13
C 5.92 -0.03 -0.99
C 4.92 -0.80 2.55
C 6.27 -0.74 2.91
C 6.79 -1.66 3.81
C 5.97 -2.64 4.36
C 4.63 -2.69 4.01
C 4.11 -1.77 3.11
H 3.37 -2.05 -0.09
H 4.14 -3.26 -2.10
H 6.05 -2.39 -3.42
H 7.18 -0.30 -2.71
H 6.40 0.89 -0.67
H 6.89 0.04 2.49
H 7.84 -1.61 4.09
H 6.38 -3.36 5.06
H 3.98 -3.45 4.43
H 3.06 -1.80 2.84

Summary:
- frontier orbital gap (eV) = 6.592
- lowest unoccupied orbital energy (eV) = 3.871
- total charge = -2
- relative energy (zero: lowest compared OMol25 entry of this formula, charge and spin) (kcal/mol) = 7.62

Here are the Mulliken charges for atoms 1 to 6, given in e:
1 Rb 0.940
2 C -1.374
3 C 0.606
4 C -1.070
5 C 0.638
6 C -1.253

2.
Molecular formula: C2H8N2P
Method: DFT, ωB97M-V/def2-TZVPD

Cartesian coordinates (Å):
C 0.46 0.88 -0.11
C 0.32 -1.16 -0.06
N -0.52 -0.03 0.27
N 1.48 -0.07 0.10
P -2.22 0.19 -0.14
H 0.17 0.93 -1.65
H 0.50 1.91 0.12
H 0.40 -1.90 0.79
H 0.30 -1.30 -1.24
H 2.23 -0.20 -0.61
H 1.94 0.06 1.00
H -2.51 1.40 0.65
H -2.54 -0.70 0.87

Summary:
- frontier orbital gap (eV) = 9.406
- lowest unoccupied orbital energy (eV) = -3.678
- total charge = +1
- relative energy (zero: lowest compared OMol25 entry of this formula, charge and spin) (kcal/mol) = 93.56

Here are the natural (NBO) charges for atoms 1 to 6, given in e:
1 C 0.035
2 C -0.008
3 N -0.692
4 N -0.555
5 P 0.527
6 H 0.039

3.
Molecular formula: C29H33F6N9O4S3Zr
Method: DFT, ωB97M-V/def2-TZVPD

Cartesian coordinates (Å):
Zr 0.24 -0.68 0.28
C 1.78 -2.63 -6.60
C 1.52 -1.96 -5.30
C 1.26 -0.59 -5.23
C 0.99 0.03 -4.03
C 0.98 -0.69 -2.81
N 0.70 -0.03 -1.61
C 1.16 1.30 -1.60
C 2.47 1.61 -1.98
C 2.91 2.91 -2.08
C 2.05 3.98 -1.81
C 2.48 5.40 -1.99
C 0.76 3.69 -1.38
C 0.32 2.38 -1.27
N -0.98 2.12 -0.80
C -2.06 2.92 -0.90
C -3.06 2.35 -0.14
C -2.50 1.19 0.38
N -1.24 1.04 -0.05
C 1.25 -2.06 -2.89
C 1.49 -2.68 -4.12
N 1.24 -2.87 -1.73
C 1.89 -4.03 -1.55
C 1.39 -4.61 -0.39
C 0.44 -3.72 0.08
N 0.35 -2.65 -0.73
H 2.14 -1.93 -7.35
H 0.86 -3.08 -6.97
H 2.51 -3.43 -6.49
H 1.26 0.00 -6.13
H 0.76 1.08 -4.01
H 3.14 0.79 -2.20
H 3.92 3.11 -2.39
H 3.19 5.48 -2.81
H 2.97 5.77 -1.09
H 1.63 6.04 -2.20
H 0.09 4.51 -1.14
H -2.09 3.80 -1.51
H -4.05 2.72 0.01
H -2.93 0.48 1.06
H 1.65 -3.74 -4.15
H 2.66 -4.37 -2.21
H 1.69 -5.54 0.03
H -0.20 -3.83 0.95
F 4.01 -1.46 -0.01
C 4.27 -1.12 1.27
F 4.57 -2.21 1.94
F 5.25 -0.25 1.32
S 2.55 -0.51 1.70
O 2.21 0.45 0.67
O 1.77 -1.71 1.37
N 2.36 -0.01 3.14
S 0.78 0.37 3.33
O 0.26 0.94 4.53
O -0.05 0.28 2.09
C 0.37 -1.50 3.75
F 1.42 -2.31 3.89
F -0.43 -1.67 4.80
F -0.35 -2.02 2.66
C -1.55 4.59 4.29
N -0.55 3.59 3.96
C 0.15 3.61 2.84
N -0.09 4.53 1.90
S 1.41 2.48 2.51
H -2.00 4.33 5.24
H -2.33 4.63 3.52
H -1.09 5.58 4.38
H -0.36 2.84 4.62
H -0.60 5.37 2.13
H 0.56 4.56 1.13
C -3.68 -4.30 1.48
C -3.82 -2.78 1.63
C -3.77 -2.37 3.12
C -5.12 -2.30 0.97
C -2.71 -2.16 0.97
N -1.83 -1.64 0.44
H -4.55 -4.78 1.92
H -2.79 -4.67 2.00
H -3.62 -4.58 0.43
H -4.62 -2.82 3.63
H -3.83 -1.29 3.24
H -2.86 -2.72 3.60
H -5.96 -2.78 1.46
H -5.14 -2.57 -0.08
H -5.24 -1.22 1.07

Summary:
- frontier orbital gap (eV) = 7.032
- lowest unoccupied orbital energy (eV) = -5.658
- total charge = +2
- relative energy (zero: lowest compared OMol25 entry of this formula, charge and spin) (kcal/mol) = 81.44

Here are the Mulliken charges for atoms 1 to 6, given in e:
1 Zr 0.584
2 C -1.583
3 C 0.222
4 C -1.226
5 C -0.528
6 C 0.659

4.
Molecular formula: C33H28Br2F2N6O2STi
Method: DFT, ωB97M-V/def2-TZVPD

Cartesian coordinates (Å):
Ti 0.06 -0.83 0.06
N -1.36 -4.98 0.30
C -0.77 -3.85 -0.18
S -1.79 -2.64 -0.84
N 0.53 -3.76 -0.16
N 1.00 -2.57 -0.63
C 2.08 -2.64 -1.34
C 2.61 -1.55 -2.09
C 3.72 -1.74 -2.93
C 4.14 -0.75 -3.79
C 3.46 0.46 -3.83
C 2.36 0.67 -3.02
C 1.90 -0.32 -2.13
O 0.82 -0.15 -1.43
H -2.33 -5.11 0.07
H -0.79 -5.79 0.47
H 2.55 -3.62 -1.46
H 4.23 -2.69 -2.90
H 4.98 -0.91 -4.45
H 3.79 1.24 -4.50
H 1.83 1.61 -3.07
F 2.94 -3.53 3.99
C 2.46 -2.35 3.55
C 1.82 -2.30 2.31
C 1.36 -1.10 1.77
C 1.54 0.06 2.57
C 2.13 -0.04 3.83
F 2.29 1.06 4.61
C 2.61 -1.23 4.34
C 1.21 1.36 1.97
C 0.99 2.55 2.68
C 0.92 3.74 1.98
C 1.08 3.73 0.60
C 1.20 2.49 -0.02
N 1.24 1.35 0.64
H 1.71 -3.24 1.77
H 3.09 -1.27 5.30
H 0.88 2.55 3.75
H 0.76 4.67 2.50
H 1.10 4.64 0.02
H 1.29 2.41 -1.10
Br -0.30 1.55 -6.57
C -0.85 0.95 -4.85
C -1.18 -0.37 -4.64
C -1.56 -0.74 -3.36
N -1.65 0.11 -2.35
C -1.37 1.39 -2.57
C -0.93 1.86 -3.81
C -1.57 2.29 -1.43
C -1.75 3.67 -1.62
C -2.05 4.44 -0.52
Br -2.31 6.32 -0.72
C -2.15 3.86 0.73
C -1.93 2.49 0.81
N -1.64 1.73 -0.23
H -1.14 -1.10 -5.44
H -1.82 -1.77 -3.13
H -0.65 2.89 -3.97
H -1.69 4.12 -2.60
H -2.40 4.43 1.61
H -1.99 1.99 1.77
C -3.50 -0.60 1.49
C -2.16 -1.02 2.13
C -1.91 -0.28 3.46
C -2.23 -2.53 2.44
O -1.13 -0.76 1.24
H -4.34 -0.96 2.08
H -3.55 -1.04 0.49
H -3.58 0.48 1.39
H -2.82 -0.27 4.06
H -1.59 0.74 3.29
H -1.12 -0.79 4.02
H -2.90 -2.70 3.28
H -1.24 -2.90 2.70
H -2.61 -3.07 1.58

Summary:
- frontier orbital gap (eV) = 7.283
- lowest unoccupied orbital energy (eV) = -0.288
- relative energy (zero: lowest compared OMol25 entry of this formula, charge and spin) (kcal/mol) = 51.18

Here are the Mulliken charges for atoms 1 to 6, given in e:
1 Ti -0.474
2 N -0.332
3 C 0.351
4 S -0.555
5 N -1.671
6 N 1.568

Number 1: HOMO energy -0.1000 Eh, M 870.57 u. Number 2: HOMO energy -0.4808 Eh, M 91.07 u. Number 3: HOMO energy -0.4664 Eh, M 873.06 u. Number 4: HOMO energy -0.2782 Eh, M 818.37 u.